75
Properties=species:S:1:pos:R:3:forces:R:3:lowdin_charge:R:1 method="wB97M-V/def2-TZVPD" homo_lumo_gap_ha=0.2869 homo_ev=-5.08 total_charge=-1 energy_ha=-2394.9754
N 1.442 0.304 2.105 -0.5 -0.1 0.3 -0.332
P -0.018 0.686 1.586 1.4 0.2 1.4 0.815
C -0.760 -0.392 0.221 -1.9 2.0 -1.3 -0.392
C 0.100 -0.505 -1.132 0.8 -0.3 -0.9 -0.119
C 1.661 -0.191 -1.021 1.0 0.5 -0.3 -0.195
C 2.565 -1.349 -0.389 0.8 0.2 -0.6 -0.104
C 4.072 -0.869 -0.032 -1.3 -0.2 0.9 -0.287
F 4.065 0.358 0.715 0.6 -2.5 -2.3 0.026
F 4.906 -0.785 -1.178 -1.4 0.2 2.3 0.045
C 4.694 -1.974 0.991 1.4 0.2 1.5 -0.316
F 4.378 -1.633 2.340 0.5 -1.2 -3.4 0.073
F 4.248 -3.284 0.729 1.2 3.0 0.6 0.086
F 6.127 -1.953 0.940 -3.3 -0.4 0.0 0.055
C -2.063 0.497 -0.256 -4.5 4.3 -1.9 -0.589
O -3.138 -0.073 -0.671 3.7 0.0 1.4 -0.074
O -2.039 1.873 -0.277 1.9 -5.5 0.9 -0.202
N -1.406 -1.659 0.670 2.6 -1.0 -0.9 -0.002
F -2.239 -1.431 1.746 0.1 0.2 0.2 0.011
C -0.524 -2.732 1.098 -0.6 -3.0 1.3 -0.398
F -1.394 -3.785 1.567 2.0 2.2 -0.9 0.048
F 0.214 -3.357 0.050 -1.4 2.2 2.5 0.070
F 0.332 -2.478 2.192 -1.5 -0.5 -2.5 0.073
H 1.427 0.045 3.101 0.1 0.0 -0.7 -0.037
H -0.919 0.577 2.720 -0.1 0.3 -1.2 0.028
H 0.041 2.072 1.166 -0.8 -1.2 -0.2 0.026
H -0.306 0.231 -1.926 0.4 -1.0 1.7 0.139
H 0.007 -1.536 -1.648 -0.1 1.5 1.2 0.128
H 1.916 0.803 -0.491 -0.7 -1.6 -0.6 0.105
H 2.043 -0.039 -2.103 -0.7 -0.3 1.6 0.124
H 2.687 -2.163 -1.198 -0.1 1.0 1.4 0.138
H 2.159 -1.817 0.566 0.4 0.9 -1.3 0.094
C -0.677 -5.321 -2.397 0.0 -0.1 -0.1 -0.091
C -1.950 -4.733 -1.800 0.0 0.0 -0.1 -0.270
N -2.965 -4.373 -2.786 -0.2 0.1 -0.2 -0.186
C -4.067 -3.595 -2.216 0.2 0.3 0.1 -0.233
C -4.957 -4.280 -1.177 -0.3 0.0 0.0 -0.088
C -3.366 -5.431 -3.708 0.3 0.1 0.0 -0.255
C -3.948 -6.710 -3.108 -0.2 -0.3 -0.1 -0.095
H -0.218 -4.633 -3.111 -0.1 0.0 0.0 0.078
H 0.048 -5.512 -1.601 -0.1 0.0 0.0 0.066
H -0.860 -6.275 -2.899 0.0 0.1 0.0 0.060
H -1.658 -3.830 -1.257 -0.4 0.0 -0.1 0.090
H -2.343 -5.435 -1.054 0.0 -0.1 0.2 0.100
H -4.699 -3.219 -3.027 0.1 -0.1 -0.1 0.111
H -3.641 -2.697 -1.754 0.1 -0.1 0.0 0.105
H -5.658 -4.976 -1.642 0.0 -0.1 0.1 0.048
H -5.558 -3.527 -0.660 0.1 0.0 0.0 0.073
H -4.382 -4.812 -0.419 0.0 0.0 0.0 0.065
H -2.497 -5.703 -4.316 0.1 0.0 0.1 0.096
H -4.080 -5.025 -4.434 0.0 0.2 0.2 0.112
H -3.404 -7.046 -2.222 0.0 0.1 0.0 0.067
H -3.899 -7.518 -3.845 0.0 0.0 0.0 0.066
H -4.999 -6.589 -2.844 0.1 0.0 0.1 0.051
C -0.678 6.025 2.820 0.0 0.1 -0.1 -0.091
C 0.747 5.524 2.621 -0.1 0.0 -0.2 -0.270
N 1.280 5.744 1.276 0.2 -0.1 -0.1 -0.186
C 2.547 5.046 1.040 -0.2 -0.2 0.1 -0.243
C 3.760 5.480 1.865 0.3 0.0 -0.1 -0.092
C 1.230 7.117 0.785 -0.3 -0.1 0.0 -0.252
C 1.963 8.186 1.595 0.1 0.3 -0.1 -0.094
H -1.365 5.560 2.110 0.1 0.0 0.0 0.084
H -1.018 5.775 3.829 0.1 0.0 -0.1 0.071
H -0.750 7.111 2.717 0.0 -0.1 0.0 0.060
H 0.734 4.446 2.819 0.2 0.1 -0.2 0.114
H 1.388 5.976 3.388 0.0 0.0 0.2 0.093
H 2.804 5.114 -0.023 -0.2 0.1 0.0 0.111
H 2.382 3.978 1.218 -0.1 0.1 0.1 0.106
H 4.181 6.418 1.502 0.0 0.0 0.1 0.050
H 4.548 4.727 1.778 -0.1 0.0 0.0 0.071
H 3.528 5.584 2.926 0.0 0.0 0.0 0.064
H 0.180 7.412 0.700 0.0 -0.1 0.1 0.100
H 1.597 7.143 -0.248 0.1 -0.2 0.1 0.114
H 1.820 8.072 2.671 0.0 0.0 0.0 0.066
H 1.587 9.177 1.320 0.0 0.0 0.0 0.068
H 3.033 8.187 1.385 0.0 0.0 0.1 0.051